1.
Molecular formula: C22H12Cl2Co2O8S
Method: DFT, ωB97M-V/def2-TZVPD

Calculated values
- orbital gap (eV) = 4.34
- net charge = -2
- total energy (a.u.) = -5531.43382
- lowest unoccupied orbital energy (eV) = 3.719

```
47
C22H12Cl2Co2O8S (ωB97M-V/def2-TZVPD)
Cl 7.805 5.837 -1.415
C 6.351 4.928 -1.304
C 5.457 5.154 -0.252
C 4.271 4.410 -0.162
C 3.980 3.451 -1.127
S 2.461 2.451 -0.999
C 2.953 1.028 -0.152
Cl 1.838 -0.003 0.496
O 1.544 3.229 -0.194
O 2.127 2.143 -2.374
C 4.873 3.207 -2.166
C 6.061 3.946 -2.258
H 5.687 5.912 0.489
H 3.578 4.596 0.653
H 3.960 0.667 -0.331
H 4.651 2.455 -2.917
H 6.755 3.768 -3.072
O -0.936 -6.662 0.467
C -1.421 -5.622 0.579
Co -2.259 -4.030 0.973
C -2.677 -4.533 2.625
O -2.971 -4.869 3.693
C -0.871 -2.981 1.283
O 0.067 -2.359 1.549
C -3.512 -3.638 -0.269
C -3.503 -2.735 0.778
C -4.086 -1.662 1.358
C -3.329 -0.461 1.654
C -3.632 0.349 2.786
C -2.946 1.539 3.016
C -1.969 1.970 2.103
C -1.638 1.172 0.998
C -2.276 -0.053 0.802
Co -2.349 -3.258 -1.859
C -1.907 -4.798 -2.524
O -1.598 -5.838 -2.934
C -0.979 -2.206 -2.146
O -0.065 -1.519 -2.331
C -3.588 -2.651 -2.937
O -4.483 -2.235 -3.545
H -4.377 -4.235 -0.580
H -5.145 -1.696 1.645
H -4.386 -0.026 3.483
H -3.162 2.124 3.916
H -1.448 2.916 2.267
H -0.881 1.506 0.287
H -2.026 -0.690 -0.053
```

Quick look at the Löwdin charges, all values in e: Cl 0.627; C -0.711; C -0.113; C -0.051; C -0.268; S 0.526; C -0.931; Cl 0.555; O -0.392; O -0.383; C -0.058; C -0.113; H 0.092; H 0.113; H -0.016; H 0.113; H 0.093; O 0.098; C -0.116; Co 0.042; C -0.134; O 0.096; C -0.114; O 0.089; C -0.269; C -0.290; C -0.099; C -0.245; C -0.071; C -0.126; C -0.106; C -0.078; C -0.035; Co 0.049; C -0.213; O 0.055; C -0.188; O 0.084; C -0.192; O 0.067; H 0.063; H 0.101; H 0.094; H 0.084; H 0.092; H 0.089; H 0.090

2.
Molecular formula: H5P3S
Method: DFT, ωB97M-V/def2-TZVPD

Calculated values
- orbital gap (eV) = 8.84
- total energy (a.u.) = -1425.18706
- lowest unoccupied orbital energy (eV) = 0.130
- SMILES = P[PH]#S#[PH2]

```
9
H5P3S (ωB97M-V/def2-TZVPD)
P 2.228 0.396 0.271
P -2.084 -0.591 0.358
P 0.546 0.020 -1.055
S -1.255 1.216 -0.351
H 1.981 1.551 1.141
H 2.012 -0.655 1.098
H -2.840 0.337 0.988
H -3.066 -0.621 -0.643
H 0.960 1.126 -1.994
```

Quick look at the Löwdin charges, all values in e: P 0.386; P 0.354; P 0.146; S -0.038; H -0.125; H -0.215; H -0.216; H -0.165; H -0.128

Repeat the second record exactly.
Molecular formula: H5P3S
Method: DFT, ωB97M-V/def2-TZVPD

Calculated values
- orbital gap (eV) = 8.84
- total energy (a.u.) = -1425.18706
- lowest unoccupied orbital energy (eV) = 0.130
- SMILES = P[PH]#S#[PH2]

```
9
H5P3S (ωB97M-V/def2-TZVPD)
P 2.228 0.396 0.271
P -2.084 -0.591 0.358
P 0.546 0.020 -1.055
S -1.255 1.216 -0.351
H 1.981 1.551 1.141
H 2.012 -0.655 1.098
H -2.840 0.337 0.988
H -3.066 -0.621 -0.643
H 0.960 1.126 -1.994
```

Quick look at the Löwdin charges, all values in e: P 0.386; P 0.354; P 0.146; S -0.038; H -0.125; H -0.215; H -0.216; H -0.165; H -0.128